# 1
ORCA calculation (wB97M-V/def2-TZVPD) on C20H10N5S2Ta as an isolated structure.

Structure (XYZ):
```
38
Properties=species:S:1:pos:R:3:forces:R:3
Ta -1.5796 -1.7262 -0.6729 -0.201 0.258 0.235
S -2.5420 -3.4864 -1.7402 -0.165 0.180 0.174
C -3.8950 -2.3537 -1.1869 -0.014 -0.213 -0.277
S -3.6521 -1.0480 0.0215 0.167 -0.163 0.045
C -5.1177 -2.5614 -1.7184 0.014 -0.018 0.045
C -5.3331 -3.6047 -2.6752 -0.122 0.099 -0.042
N -5.4728 -4.4203 -3.4717 0.057 -0.034 0.042
C -6.2226 -1.7446 -1.3134 -0.059 -0.058 -0.153
N -7.0889 -1.0563 -1.0059 0.047 0.013 0.074
N 5.3074 4.8144 2.6145 -0.013 -0.011 -0.006
C 4.5495 4.0511 2.2139 -0.008 -0.011 -0.006
C 3.6011 3.0944 1.7118 0.008 0.015 0.016
C 2.4915 2.7499 2.4830 0.014 0.016 0.006
C 1.5901 1.8168 2.0084 -0.013 -0.036 -0.001
C 1.7718 1.2497 0.7426 0.030 0.006 0.000
C 2.8809 1.6075 -0.0306 0.008 -0.008 -0.004
C 3.8007 2.5144 0.4596 0.008 0.005 -0.005
C 0.7914 0.2712 0.2323 0.054 0.130 0.009
C 0.6130 -0.8891 1.0181 0.038 -0.236 0.313
C 1.4400 -1.2982 2.0607 0.027 0.131 -0.074
C 1.0063 -2.5415 2.5434 -0.079 -0.084 0.016
C -0.0769 -2.9087 1.7971 -0.014 -0.072 0.090
N -0.3651 -1.9463 0.8499 0.178 0.293 -0.336
C 0.1698 0.5800 -0.9916 -0.043 0.011 -0.086
C 0.3953 1.6875 -1.8088 -0.041 0.019 -0.008
C -0.2914 1.5055 -3.0187 0.012 0.091 -0.021
C -0.9640 0.3173 -2.9318 -0.060 0.010 0.173
N -0.7330 -0.2747 -1.7047 0.173 -0.314 -0.189
H 2.3439 3.2142 3.4483 -0.003 -0.003 -0.001
H 0.7244 1.5560 2.6038 0.002 -0.001 0.002
H 3.0493 1.1420 -0.9936 0.001 -0.001 0.006
H 4.6756 2.7756 -0.1195 -0.001 -0.004 -0.001
H 2.3013 -0.7488 2.4051 0.003 0.012 0.009
H 1.4435 -3.1128 3.3459 0.002 -0.003 -0.007
H -0.6821 -3.7996 1.8740 -0.013 0.005 -0.019
H 1.0028 2.5378 -1.5434 -0.004 -0.009 -0.006
H -0.3024 2.1783 -3.8607 -0.014 -0.003 0.004
H -1.6311 -0.1423 -3.6458 0.024 -0.014 -0.016
```
Forces are in eV/Å.

LUMO (eV): -9.29
Net charge: +2
Strongest force on any atom (eV Å⁻¹): 0.5

These are the natural (NBO) partial charges, in e, on atoms 1 to 6: 1.835, 0.172, -0.326, 0.198, -0.185, 0.198



# 2
ORCA calculation (wB97M-V/def2-TZVPD) on C20H11Co2NO7 as an isolated structure at a distorted geometry.

Structure (XYZ):
```
41
Properties=species:S:1:pos:R:3:forces:R:3
O 0.7455 -2.3948 3.4797 0.462 0.709 -0.548
C 1.2379 -1.7167 2.6837 -0.707 -1.166 0.593
Co 2.0168 -0.8264 1.3584 0.050 0.972 1.255
C 3.7442 -0.7372 1.6336 1.444 0.389 0.455
O 4.8864 -0.7112 1.8145 -0.467 -0.171 -0.211
C 1.7720 -1.9362 0.0278 -1.475 0.340 -1.770
O 1.5829 -2.5842 -0.9191 0.714 0.430 1.452
C 1.6585 0.9446 0.3979 -1.260 -1.821 -1.838
C 2.2253 1.0014 -0.9382 0.112 0.978 -0.715
C 3.6239 1.0241 -1.1550 -0.408 -0.314 -0.237
C 4.1273 0.7310 -2.4204 -0.194 0.066 0.101
C 3.2452 0.4996 -3.4859 -0.089 0.177 -0.077
C 1.8697 0.7140 -3.3202 0.293 0.167 0.155
C 1.3654 1.0345 -2.0602 0.372 -0.431 0.005
C 0.3086 1.2119 0.7920 -1.547 -2.365 -3.954
C -0.9296 0.8484 0.4456 0.381 0.760 0.492
Co 1.4635 1.9415 1.8627 2.563 1.834 4.851
C 0.6487 3.5068 1.9405 -0.644 0.769 -0.155
O 0.0330 4.4823 1.9810 0.662 -0.919 -0.048
C 3.1708 2.3625 2.2213 1.358 0.856 0.436
O 4.2407 2.6913 2.5110 -1.238 -0.580 -0.506
C 0.9842 1.1974 3.4434 -0.150 0.041 1.130
O 0.7028 0.9722 4.5368 0.113 -0.040 -0.897
H 4.2940 1.2138 -0.3090 -0.270 -0.273 -0.294
H 5.2105 0.6595 -2.5666 -0.384 0.027 -0.024
H 3.6357 0.1972 -4.4568 -0.061 0.089 0.149
H 1.1772 0.6271 -4.1628 0.316 0.020 0.196
H 0.3004 1.2507 -1.9211 0.430 -0.348 0.082
H -1.8081 1.3174 0.8777 0.006 -0.410 0.038
H -1.0885 0.0298 -0.2536 -0.057 0.271 -0.085
O -3.8095 0.1178 0.5335 0.090 -0.099 -0.112
C -4.3879 -0.8770 0.0442 -0.270 -0.098 -0.005
C -4.6456 -2.0970 0.8029 -0.446 0.097 -0.403
C -5.5727 -3.0082 0.3335 0.685 0.856 -0.388
N -6.1624 -2.8979 -0.8649 -1.095 -0.910 -0.424
C -5.8394 -1.8739 -1.6669 0.805 0.143 0.801
C -4.9302 -0.8955 -1.3109 -0.320 -0.360 0.384
H -4.1935 -2.2287 1.7788 0.027 0.167 0.018
H -5.8609 -3.8687 0.9447 0.060 0.095 -0.161
H -6.3376 -1.8387 -2.6403 0.092 -0.072 0.139
H -4.7048 -0.0845 -1.9932 0.043 0.121 0.117
```
Forces are in eV/Å.

LUMO (eV): 4.64
Net charge: -2
Strongest force on any atom (eV Å⁻¹): 5.8

These are the natural (NBO) partial charges, in e, on atoms 1 to 6: -0.546, 0.473, -0.014, 0.426, -0.585, 0.519



# 3
ORCA calculation (wB97M-V/def2-TZVPD) on C20H12BCl5F2IN2O3Os as an isolated structure at a distorted geometry.

Structure (XYZ):
```
47
Properties=species:S:1:pos:R:3:forces:R:3
Os 1.2500 -0.5502 0.6234 -1.414 0.526 -0.157
C -1.6311 -3.1328 -2.0829 -0.048 -0.106 0.108
C -1.6992 -1.6692 -2.3322 0.282 0.452 0.536
N -2.4225 -1.2003 -3.3029 -0.339 -1.315 -0.333
C -2.4681 0.0896 -3.6004 0.595 1.269 0.539
C -1.6736 1.0212 -2.9620 -0.588 0.126 -0.559
C -1.8368 2.4883 -3.3066 -0.345 -0.385 0.094
O -0.6274 3.1475 -3.5893 0.538 0.386 -0.225
C -0.8566 0.5922 -1.8847 -0.030 -1.451 0.560
C 0.0438 1.4998 -1.2772 0.522 0.412 0.364
N 0.6425 1.4195 -0.0949 -0.822 -0.991 -0.539
C 1.2188 2.5656 0.4260 0.520 1.423 0.308
C 0.7514 3.8367 0.0267 0.105 -0.374 0.130
C 1.2461 5.0035 0.5642 0.080 0.032 0.088
C 2.2193 4.9679 1.5506 0.014 -0.118 -0.060
C 2.7103 3.7431 1.9690 -0.006 -0.133 0.077
C 2.2117 2.5775 1.4155 0.051 -0.562 -0.249
I 3.0981 0.7320 2.1084 -0.180 0.779 -0.196
C -0.9608 -0.7833 -1.4660 -0.518 1.333 -1.828
O -0.4139 -1.2498 -0.4180 1.162 -0.489 1.748
H -2.3403 -3.6504 -2.7197 -0.024 -0.017 -0.039
H -1.8423 -3.3437 -1.0368 -0.049 -0.108 0.088
H -0.6243 -3.4971 -2.2861 0.082 -0.061 -0.020
H -3.1761 0.3785 -4.3629 0.008 0.123 -0.143
H -2.2688 3.0088 -2.4441 0.024 -0.013 -0.140
H -2.5411 2.5839 -4.1398 0.009 -0.014 0.125
H -0.3002 2.8803 -4.4555 -0.067 -0.018 0.029
H 0.2903 2.3552 -1.9043 -0.165 0.083 0.197
H -0.0349 3.8970 -0.7083 -0.111 0.028 -0.022
H 0.8549 5.9476 0.2176 -0.036 0.081 -0.001
H 2.5934 5.8787 1.9883 0.073 0.080 0.058
H 3.4747 3.6855 2.7281 0.077 0.070 0.060
Cl -0.4585 -6.3570 4.7315 0.012 0.273 -0.121
C -0.3219 -4.8170 4.0256 -0.043 -0.270 0.136
C 0.7051 -4.5636 3.0976 0.401 0.293 -0.435
Cl 1.8130 -5.7995 2.6810 -0.081 0.126 -0.011
C 0.8057 -3.3104 2.5297 0.123 -0.549 -0.089
Cl 1.9902 -2.9699 1.3317 0.368 -0.865 0.231
C -0.0602 -2.2258 2.8717 0.044 -0.041 0.033
O 0.0938 -1.0730 2.3853 -0.259 -0.271 -0.023
C -1.1027 -2.5300 3.8074 -0.424 -0.029 0.496
Cl -2.1874 -1.2845 4.2210 0.181 -0.081 -0.116
C -1.2304 -3.7994 4.3547 -0.312 0.430 0.055
Cl -2.5095 -4.1370 5.4398 0.095 0.052 -0.053
F 1.9438 -1.6174 -2.0615 -0.310 -0.526 -0.055
B 2.3089 -0.7450 -1.1371 0.449 -0.137 -0.934
F 3.3229 0.0064 -1.5214 0.357 0.543 0.290
```
Forces are in eV/Å.

LUMO (alpha / beta) (eV): -3.67 / -6.46
Net charge: +1
Strongest force on any atom (eV Å⁻¹): 2.3
Spin multiplicity: 5

These are the natural (NBO) partial charges, in e, on atoms 1 to 6: 0.933, -0.652, 0.196, -0.377, 0.008, -0.032



# 4
ORCA calculation (wB97M-V/def2-TZVPD) on C20H12F5IN2O2Pt as an isolated structure at a distorted geometry.

Structure (XYZ):
```
43
Properties=species:S:1:pos:R:3:forces:R:3
Pt 1.3770 1.5066 0.7091 0.647 0.233 -0.473
C -1.7332 3.9820 -1.6362 -0.101 -0.053 -0.062
C -1.6848 2.5266 -2.0015 0.043 0.006 0.050
N -2.6438 2.0096 -2.7304 0.134 -0.499 -0.099
C -2.5939 0.6782 -3.0232 -0.252 0.771 0.020
C -1.6203 -0.1599 -2.5768 0.263 0.005 0.129
C -1.6627 -1.5990 -2.9950 -0.066 -0.103 0.208
O -1.8193 -2.4475 -1.8462 -0.024 0.092 -0.150
C -0.5639 0.3747 -1.7847 -0.074 0.055 0.008
C 0.4000 -0.5587 -1.2493 0.442 -0.290 0.122
N 1.5084 -0.2788 -0.6381 0.385 -0.748 -0.692
C 2.3442 -1.3646 -0.2115 -0.164 0.206 -0.161
C 2.2305 -2.6607 -0.7287 -0.019 -0.020 -0.050
C 3.0316 -3.7005 -0.2909 0.003 0.013 -0.004
C 4.0000 -3.4833 0.6796 -0.036 -0.021 -0.036
C 4.1678 -2.2060 1.1822 -0.022 -0.008 -0.054
C 3.3606 -1.1710 0.7294 0.130 0.026 0.017
I 3.8046 0.7197 1.5511 -1.052 -0.064 0.158
C -0.5775 1.7526 -1.5146 0.077 -0.057 0.043
O 0.3526 2.4025 -0.8508 -0.433 -0.492 0.987
H -2.5635 4.4545 -2.1568 0.017 -0.012 0.017
H -0.7978 4.4831 -1.8852 -0.019 -0.021 -0.022
H -1.8690 4.0976 -0.5572 0.026 -0.027 -0.047
H -3.3979 0.2977 -3.6477 0.038 0.092 0.078
H -0.7479 -1.8630 -3.5306 0.113 -0.078 -0.043
H -2.4953 -1.7258 -3.6845 -0.079 -0.054 -0.044
H -2.2701 -3.2521 -2.1155 0.012 -0.029 -0.008
H 0.1141 -1.6042 -1.3490 -0.049 0.132 0.020
H 1.5012 -2.8634 -1.5023 0.054 -0.010 0.043
H 2.8993 -4.6874 -0.7186 0.003 0.063 0.029
H 4.6268 -4.2920 1.0346 -0.038 0.041 -0.033
H 4.9286 -2.0104 1.9268 -0.024 -0.005 -0.017
F 0.1001 -1.0536 2.0355 0.125 -0.082 -0.126
C -0.3681 0.0721 2.6008 0.000 -0.246 0.031
C 0.0896 1.3090 2.2046 0.366 1.066 -0.285
C -0.4447 2.4110 2.8429 -0.143 0.159 0.151
F -0.0598 3.6518 2.5146 0.040 -0.007 -0.052
C -1.3943 2.2939 3.8379 -0.039 0.111 0.039
F -1.8949 3.3724 4.4423 -0.016 0.069 0.026
C -1.8318 1.0410 4.2118 -0.146 -0.035 0.162
F -2.7466 0.9102 5.1719 -0.061 -0.008 0.062
C -1.3170 -0.0767 3.5922 -0.048 -0.067 0.054
F -1.7392 -1.2879 3.9578 -0.012 -0.105 0.004
```
Forces are in eV/Å.

LUMO (alpha / beta) (eV): -1.26 / -1.25
Strongest force on any atom (eV Å⁻¹): 1.2

These are the natural (NBO) partial charges, in e, on atoms 1 to 6: 0.788, -0.647, 0.191, -0.398, 0.000, -0.060



# 5
ORCA calculation (wB97M-V/def2-TZVPD) on C20H13ClF6N8O10RuS2 as an isolated structure at a distorted geometry.

Structure (XYZ):
```
61
Properties=species:S:1:pos:R:3:forces:R:3
Ru 7.7177 9.9356 9.9948 -0.002 0.170 0.496
O 9.7274 12.2334 15.2492 -0.131 0.571 0.165
C 10.0609 10.9686 15.2381 0.008 -0.151 0.180
O 10.3346 10.3540 16.2414 0.092 -0.041 0.179
C 10.0786 10.3200 13.9187 0.184 -0.198 -0.520
C 10.5690 9.0464 13.6822 -0.183 0.000 -0.405
Cl 11.3940 7.9022 14.6379 -0.168 0.288 0.142
N 10.3665 8.7644 12.3788 -0.025 -0.093 -0.469
N 9.7912 9.8065 11.7289 0.245 -0.142 0.350
C 9.6370 10.7620 12.6365 0.028 -0.409 0.010
C 9.1592 12.1030 12.1078 0.042 -0.115 0.418
O 9.2800 13.0953 12.8468 -0.077 -0.312 -0.252
O 8.7299 12.0753 10.9222 0.000 0.034 0.253
C 11.0051 7.7093 11.6289 -0.381 0.399 0.433
C 12.1152 8.0414 10.8884 0.194 -0.025 -0.333
C 12.7449 7.0616 10.1447 0.620 0.289 -0.013
C 12.2740 5.7726 10.1727 -0.422 -0.897 -0.088
C 11.1446 5.4479 10.9149 -0.074 0.346 0.086
C 10.5058 6.4267 11.6674 0.164 -0.268 -0.205
H 9.5418 12.5830 14.3245 0.027 0.202 -0.025
H 12.4671 9.0557 10.8424 0.019 0.317 0.152
H 13.6343 7.2993 9.5656 -0.150 0.049 0.048
H 12.7481 4.9864 9.5928 0.066 0.144 0.003
H 10.7285 4.4534 10.8764 0.015 -0.119 0.065
H 9.6120 6.2042 12.2249 -0.049 -0.005 0.078
F 4.5961 6.3485 9.9865 0.078 0.283 0.381
C 5.4275 6.8820 10.8770 0.071 -0.605 -0.128
F 5.1924 6.3809 12.0795 0.006 0.189 -0.084
F 5.7138 9.2731 9.7725 0.338 -0.228 -0.341
S 7.1678 6.6753 10.3681 0.248 0.453 0.043
O 7.8736 7.9169 10.7885 -0.344 -0.143 -0.106
O 7.6863 5.4898 10.9986 -0.326 0.560 -0.109
N 7.0409 6.5042 8.8465 -0.002 -0.557 -0.072
S 7.1961 7.2898 7.5312 0.897 0.155 -0.464
O 7.4526 8.7108 7.6848 -0.040 0.012 0.085
O 8.0272 6.6010 6.5650 -0.723 0.307 0.606
C 5.4958 7.2558 6.8484 0.360 -0.076 0.488
F 5.0422 6.0097 6.7750 -0.272 -0.196 0.121
F 5.5613 7.7391 5.6177 -0.276 0.418 -0.417
F 4.6998 7.9954 7.6098 -0.068 -0.268 -0.489
C 11.2107 7.4120 6.7145 0.517 -0.307 -0.063
N 10.8205 8.7511 7.0980 -0.178 -0.327 -0.286
C 11.0552 9.8152 6.3123 0.009 0.581 -0.348
C 10.6545 11.0475 6.6900 0.190 0.243 0.110
C 9.9446 11.1831 7.9298 -0.196 -0.470 0.225
N 9.5806 10.0795 8.6186 -0.079 0.836 -0.144
C 10.0628 8.8485 8.2597 -0.160 0.076 0.711
O 9.8468 7.8679 8.9447 0.166 -0.080 -0.574
N 9.6460 12.3832 8.4129 -0.175 -0.235 0.247
H 11.8118 7.4872 5.8047 0.002 -0.114 0.192
H 10.3494 6.7810 6.5420 -0.289 0.007 -0.060
H 11.7741 6.9765 7.5394 0.124 -0.065 -0.172
H 11.5839 9.6613 5.3600 -0.217 -0.120 0.641
H 10.9416 11.9277 6.1337 -0.124 -0.058 -0.079
H 9.6758 13.1895 7.8222 0.192 0.083 -0.187
H 9.1439 12.4548 9.3136 0.264 -0.006 -0.215
N 5.9789 10.4605 12.6450 0.265 0.161 0.029
C 6.6534 10.3802 11.7117 0.035 -0.245 -0.382
O 5.3835 11.5584 7.3510 0.194 0.122 0.181
C 6.2077 11.4711 8.1728 -1.417 -0.294 -1.104
N 7.0867 11.4496 8.9853 0.889 -0.127 1.019
```
Forces are in eV/Å.

LUMO (alpha / beta) (eV): 0.73 / -0.34
Net charge: -1
Strongest force on any atom (eV Å⁻¹): 1.8
Spin multiplicity: 6

These are the natural (NBO) partial charges, in e, on atoms 1 to 6: 1.523, -0.678, 0.782, -0.609, -0.289, 0.197



# 6
ORCA calculation (wB97M-V/def2-TZVPD) on C20H14BeF7N3O8PS2Se2 as an isolated structure.

Structure (XYZ):
```
58
Properties=species:S:1:pos:R:3:forces:R:3
Be 0.0820 0.4481 0.4374 -0.010 0.551 0.099
Se 1.7018 2.1638 0.3827 -0.030 -0.327 0.121
P 1.6740 1.4089 2.4133 0.196 0.476 0.133
Se 0.5794 -0.4560 2.5298 0.263 0.197 -0.069
C 3.4106 1.2789 2.9571 -0.283 0.050 -0.023
C 3.9513 2.1765 3.8712 0.005 -0.121 -0.033
C 5.3105 2.1326 4.1495 0.044 0.021 0.021
C 6.1193 1.2036 3.5139 0.032 0.053 0.039
C 5.5744 0.3091 2.6017 -0.007 -0.056 -0.043
C 4.2191 0.3416 2.3196 0.029 -0.019 0.091
C 0.9289 2.6658 3.5169 -0.057 -0.289 -0.114
C 0.9591 4.0132 3.1736 0.022 -0.044 0.071
C 0.3736 4.9488 4.0133 0.025 0.042 -0.006
C -0.2584 4.5386 5.1790 -0.025 0.014 0.001
C -0.3043 3.1924 5.5132 0.022 -0.018 0.077
C 0.2947 2.2541 4.6854 0.069 0.066 -0.031
H 3.3180 2.9070 4.3567 0.018 0.009 0.016
H 5.7377 2.8331 4.8563 -0.003 -0.014 0.008
H 7.1809 1.1796 3.7268 -0.002 -0.011 -0.004
H 6.2131 -0.4072 2.1011 -0.028 -0.030 0.008
H 3.7803 -0.3484 1.6077 0.018 -0.015 -0.034
H 1.4288 4.3134 2.2460 -0.024 0.034 -0.013
H 0.4010 5.9989 3.7515 -0.021 -0.008 -0.017
H -0.7281 5.2710 5.8248 -0.002 -0.003 -0.007
H -0.8265 2.8688 6.4039 0.012 -0.021 0.012
H 0.2669 1.1992 4.9298 -0.098 0.005 0.024
F -3.1725 -0.6830 4.2919 0.116 0.037 0.061
C -3.2345 0.5655 3.8084 -0.069 -0.156 -0.163
C -3.2603 0.7807 2.4858 0.004 -0.058 0.261
N -3.3899 2.0347 1.9474 0.014 0.251 0.102
C -3.4041 2.2101 0.5051 0.124 -0.084 -0.248
C -2.1643 1.6726 -0.2251 0.091 -0.033 -0.064
O -2.1168 1.7771 -1.4319 -0.039 0.028 0.005
O -1.2856 1.1375 0.5533 -0.471 -0.073 0.182
C -3.4994 3.1515 2.7552 -0.104 -0.062 -0.165
O -3.6742 4.2785 2.3360 0.100 -0.028 0.035
N -3.4290 2.8821 4.1068 0.010 -0.071 0.115
C -3.2831 1.6578 4.7587 0.007 0.192 -0.161
O -3.2178 1.5958 5.9682 -0.025 -0.093 0.000
H -3.1757 -0.0393 1.7881 -0.019 -0.002 0.010
H -3.4748 3.2734 0.2971 -0.060 0.009 0.049
H -4.2760 1.7180 0.0705 -0.025 0.033 0.022
H -3.4905 3.6919 4.7044 0.036 0.051 0.010
F 1.0278 -1.1601 -3.2025 0.031 -0.105 0.077
C 1.0898 -2.2924 -2.4938 -0.136 0.165 -0.199
F 0.0614 -3.0610 -2.8453 0.062 0.047 0.053
F 2.2251 -2.9040 -2.8000 -0.073 -0.023 0.099
S 1.0244 -1.8773 -0.6621 0.143 0.131 -0.675
O 0.3347 -0.5726 -0.7489 -0.145 -0.517 -0.045
O 2.3896 -1.8579 -0.2544 0.132 0.051 0.128
N 0.0695 -2.8897 0.0251 0.245 0.139 0.202
S 0.7522 -4.3112 0.3300 -0.296 -0.573 -0.098
O 1.3868 -4.8375 -0.8426 0.087 -0.194 -0.096
O 1.4198 -4.4074 1.5850 -0.037 0.118 0.222
C -0.8001 -5.3081 0.5406 -0.048 0.177 -0.059
F -1.4775 -4.9224 1.6233 0.052 -0.015 -0.099
F -0.4624 -6.5931 0.6864 0.034 0.111 0.015
F -1.5996 -5.2040 -0.5232 0.094 0.005 0.091
```
Forces are in eV/Å.

LUMO (eV): 2.41
Net charge: -1
Strongest force on any atom (eV Å⁻¹): 0.7

These are the natural (NBO) partial charges, in e, on atoms 1 to 6: 1.547, -0.573, 0.963, -0.554, -0.301, -0.225